(a)
The following is a quantum chemistry calculation of 2 unconnected molecules or ions with the total composition C3H6OS2, from the Open Molecules 2025 dataset.

frontier orbital gap = 8.43 eV
highest occupied orbital energy = -8.77 eV

Positions of all 12 atoms, in Å:
C 1.64 1.48 -0.56
C -1.03 0.01 0.09
C -0.22 -0.91 0.57
O 0.34 -1.90 -1.81
S 2.87 0.44 -0.62
S 0.86 -2.01 -0.42
H 0.83 1.37 -1.35
H 1.75 2.18 0.20
H -1.61 0.69 0.83
H -1.04 0.02 -0.95
H -0.20 -0.89 1.69
H 0.25 -3.06 0.18

=====

(b)
The following is a quantum chemistry calculation of a single C3H6OS2 molecule, from the Open Molecules 2025 dataset.

SMILES string = C1OCSCS1
frontier orbital gap = 9.13 eV
highest occupied orbital energy = -8.47 eV

Positions of all 12 atoms, in Å:
C -1.06 0.96 0.23
O 0.29 1.06 0.44
C 1.09 0.69 -0.70
S 1.62 -0.88 -0.05
C -0.03 -1.61 0.28
S -1.60 -0.84 -0.36
H -1.38 1.03 1.29
H -1.42 1.75 -0.45
H 0.50 0.93 -1.54
H 2.04 1.31 -0.56
H -0.01 -2.76 0.01
H -0.05 -1.64 1.40

=====

On energetic grounds, (b) is preferred over the next structure by 41.1 kcal/mol.

=====

(a)
The following is a quantum chemistry calculation of a single C3H6OS2 molecule, from the Open Molecules 2025 dataset.

SMILES string = O[C@@H]1[C@@H](S)[C@H]1S
frontier orbital gap = 9.07 eV
highest occupied orbital energy = -8.78 eV

Positions of all 12 atoms, in Å:
O -2.21 1.19 0.59
C -1.16 0.47 0.15
C 0.10 0.11 1.12
S 0.45 -1.59 0.79
C 0.16 0.99 -0.25
S 1.07 0.39 -1.60
H -2.30 0.61 1.65
H -1.41 -0.53 -0.50
H 0.24 0.73 1.99
H 1.82 -1.97 0.76
H 0.16 2.13 -0.26
H 0.22 -0.75 -1.52

=====

(b)
The following is a quantum chemistry calculation of a single C3H6OS2 molecule, from the Open Molecules 2025 dataset.

SMILES string = COCSC=S
frontier orbital gap = 8.60 eV
highest occupied orbital energy = -8.80 eV

Positions of all 12 atoms, in Å:
C -2.23 -0.47 0.03
O -1.28 0.54 -0.12
C 0.07 0.13 -0.03
S 1.15 1.61 0.04
C 2.66 0.81 -0.08
S 2.95 -0.79 0.00
H -3.24 -0.11 -0.20
H -2.28 -0.87 1.11
H -1.98 -1.35 -0.61
H 0.32 -0.46 -0.94
H 0.34 -0.50 0.81
H 3.51 1.46 -0.02

=====

On energetic grounds, (b) is preferred over the next structure by 56.7 kcal/mol.

=====

(a)
The following is a quantum chemistry calculation of a single C3H6OS2 molecule, from the Open Molecules 2025 dataset.

SMILES string = O=C(CS)CS
frontier orbital gap = 9.74 eV
highest occupied orbital energy = -9.29 eV

Positions of all 12 atoms, in Å:
O 1.27 0.06 -1.90
C 0.66 0.04 -0.86
C 1.14 0.88 0.35
S -0.14 2.00 1.04
C -0.63 -0.77 -0.70
S -0.74 -1.70 0.83
H 1.52 0.24 1.14
H 1.85 1.62 -0.07
H -0.75 1.11 1.81
H -1.47 0.01 -0.71
H -0.66 -1.42 -1.61
H -2.06 -2.07 0.68

=====

(b)
The following is a quantum chemistry calculation of a single C3H6OS2 molecule, from the Open Molecules 2025 dataset.

SMILES string = CSC(=O)SC
frontier orbital gap = 9.66 eV
highest occupied orbital energy = -9.03 eV

Positions of all 12 atoms, in Å:
C 1.56 1.51 -1.39
S -0.01 0.68 -1.88
C -0.23 -0.10 -0.29
O 0.54 0.24 0.57
S -1.61 -1.04 -0.16
C -1.44 -1.38 1.55
H 1.87 1.71 -2.47
H 2.12 0.54 -0.77
H 1.55 2.36 -0.76
H -2.21 -2.25 1.61
H -0.38 -1.71 1.81
H -1.77 -0.57 2.19

=====

On energetic grounds, (a) is preferred over the next structure by 12.3 kcal/mol.

=====

(a)
The following is a quantum chemistry calculation of a gas-phase ion, C4H11N2 (charge +1), from the Open Molecules 2025 dataset.

charge = +1
SMILES string = CN1C[C@@]1(C)[NH3+]
frontier orbital gap = 10.26 eV
highest occupied orbital energy = -13.97 eV

Positions of all 17 atoms, in Å:
C -1.95 -0.39 -0.66
N -1.01 0.62 -0.26
C -0.54 0.83 1.10
C 0.38 0.31 0.01
C 1.56 1.00 -0.55
N 0.84 -1.23 0.25
H -1.53 -0.94 -1.50
H -2.14 -1.01 0.16
H -2.96 -0.01 -0.87
H -0.81 0.17 1.91
H -0.65 1.75 1.51
H 2.05 0.63 -1.50
H 2.32 0.75 0.27
H 1.62 2.10 -0.58
H 0.33 -1.65 -0.50
H 0.64 -1.64 1.22
H 1.87 -1.29 0.00

=====

(b)
The following is a quantum chemistry calculation of a molecular structure, C4H11N2, from the Open Molecules 2025 dataset.

charge = +1
frontier orbital gap = 10.48 eV
highest occupied orbital energy = -14.50 eV

Positions of all 17 atoms, in Å:
C -1.36 2.63 -1.14
C -0.08 0.57 0.84
C -2.41 3.13 -1.65
C 2.22 -0.01 0.40
N 0.81 -0.33 0.51
N -0.40 -2.52 -0.05
H -0.92 0.11 0.91
H 0.01 1.66 0.76
H 0.54 -1.37 0.30
H -3.20 3.74 -1.95
H -1.79 2.64 -2.46
H 2.74 -0.28 1.30
H 2.69 -0.74 -0.40
H 2.36 1.01 0.21
H -0.10 -2.90 -0.99
H -1.36 -2.18 0.02
H -0.27 -3.41 0.52

=====

On energetic grounds, (a) is preferred over the next structure by 59.0 kcal/mol.

=====

(a)
The following is a quantum chemistry calculation of 2 unconnected molecules or ions with the total composition C4H11N2, from the Open Molecules 2025 dataset.

charge = +1
frontier orbital gap (spin up / spin down) = 8.39 / 9.67 eV
highest occupied orbital energy (spin up / spin down) = -13.32 / -13.47 eV

Positions of all 17 atoms, in Å:
C 0.16 0.70 0.02
C 0.36 0.01 -1.10
C 0.22 1.55 2.94
C -0.26 -2.14 -2.14
N 0.81 2.18 1.85
N -0.72 -0.80 -1.72
H 1.81 2.01 1.79
H -0.79 0.74 0.51
H 1.29 -0.03 -1.65
H -0.86 1.41 2.76
H 0.69 0.64 3.32
H 0.27 2.30 3.76
H -1.08 -2.72 -2.54
H 0.50 -2.02 -2.91
H 0.18 -2.65 -1.29
H -1.49 -0.89 -1.04
H -1.09 -0.30 -2.54

=====

(b)
The following is a quantum chemistry calculation of 2 unconnected molecules or ions with the total composition C4H11N2, from the Open Molecules 2025 dataset.

charge = +1
frontier orbital gap = 9.87 eV
highest occupied orbital energy = -13.19 eV

Positions of all 17 atoms, in Å:
C 1.40 -0.03 -0.57
C 0.51 0.09 -1.57
N 0.10 -0.91 -2.38
N 1.42 1.02 0.46
H 1.81 -0.97 -0.23
H 0.06 1.06 -1.78
H -0.75 -0.80 -2.90
H 0.33 -1.86 -2.13
H 2.35 1.16 0.87
H 0.75 0.80 1.20
H 1.13 1.93 0.09
C -1.78 -0.30 0.88
C -1.29 -0.23 2.11
H -1.44 -1.04 0.16
H -2.49 0.43 0.50
H -0.66 -0.99 2.56
H -1.45 0.64 2.73

=====

On energetic grounds, (b) is preferred over the next structure by 89.3 kcal/mol.

=====

(a)
The following is a quantum chemistry calculation of a gas-phase ion, C4H11N2 (charge +1), from the Open Molecules 2025 dataset.

charge = +1
SMILES string = C[N@@H+]1CC[C@H]1N
frontier orbital gap = 11.12 eV
highest occupied orbital energy = -14.19 eV

Positions of all 17 atoms, in Å:
C 1.60 1.06 -0.05
N 0.47 0.15 0.28
C 0.54 -1.40 0.14
C -1.04 -1.36 -0.09
C -0.96 0.17 -0.42
N -1.81 1.05 0.21
H 1.51 1.37 -1.09
H 1.49 1.90 0.54
H 2.49 0.58 0.26
H 0.19 0.37 1.26
H 0.88 -1.76 1.11
H 1.05 -1.82 -0.70
H -1.55 -2.08 -0.72
H -1.44 -1.37 0.88
H -0.94 0.41 -1.59
H -1.94 1.01 1.22
H -2.61 1.43 -0.29

=====

(b)
The following is a quantum chemistry calculation of a gas-phase ion, C4H11N2 (charge +1), from the Open Molecules 2025 dataset.

charge = +1
SMILES string = C[C@H]1C[N@+]1(C)N
frontier orbital gap = 12.52 eV
highest occupied orbital energy = -15.32 eV

Positions of all 17 atoms, in Å:
C 1.87 0.10 0.33
C 0.56 0.83 0.38
C -0.18 1.11 -0.83
N -0.70 0.05 -0.04
C -0.49 -1.55 -0.54
N -1.80 0.01 0.87
H 2.83 0.69 0.60
H 1.96 -0.21 -0.67
H 1.79 -0.73 1.03
H 0.52 1.49 1.32
H -0.74 2.08 -0.86
H 0.17 0.88 -1.90
H 0.21 -1.47 -1.30
H -0.19 -2.13 0.46
H -1.48 -1.90 -0.68
H -1.74 0.73 1.53
H -2.61 0.03 0.31

=====

(c)
The following is a quantum chemistry calculation of a gas-phase ion, C4H11N2 (charge +1), from the Open Molecules 2025 dataset.

charge = +1
SMILES string = C=[NH+]CCCN
frontier orbital gap = 9.35 eV
highest occupied orbital energy = -14.02 eV

Positions of all 17 atoms, in Å:
C 0.05 1.53 -2.01
N -0.12 0.67 -1.09
C 0.86 -0.29 -0.79
C 0.99 -0.40 0.66
C -0.41 -1.03 1.01
N -1.33 0.06 1.48
H 1.03 1.61 -2.51
H -0.72 2.32 -2.13
H -0.94 0.77 -0.29
H 1.75 -0.11 -1.33
H 0.51 -1.20 -1.23
H 1.20 0.51 1.21
H 1.74 -1.05 0.93
H -0.28 -1.60 1.93
H -1.14 -1.57 0.35
H -2.13 -0.58 1.38
H -1.06 0.35 2.44

=====

On energetic grounds, (a) is preferred over the next structure by 21.3 kcal/mol.

=====

(a)
The following is a quantum chemistry calculation of 2 unconnected molecules or ions with the total composition C4H11N2, from the Open Molecules 2025 dataset.

charge = +1
frontier orbital gap = 7.24 eV
highest occupied orbital energy = -12.60 eV

Positions of all 17 atoms, in Å:
C 1.79 1.53 0.35
N 1.80 0.73 -0.63
H 0.85 1.70 0.87
H 2.72 1.99 0.65
H 2.68 0.31 -0.92
H 0.91 0.33 -0.98
C -0.88 -0.48 1.33
C -0.95 -0.59 -0.17
C -1.42 0.42 -0.92
N -0.41 -1.77 -0.68
H 0.14 -0.55 1.70
H -1.43 -1.30 1.80
H -1.31 0.46 1.68
H -1.42 0.40 -2.00
H -1.78 1.33 -0.46
H -0.47 -2.54 -0.04
H -0.81 -2.00 -1.58

=====

(b)
The following is a quantum chemistry calculation of a gas-phase ion, C4H11N2 (charge +1), from the Open Molecules 2025 dataset.

charge = +1
SMILES string = C/[NH+]=C(\C)CN
frontier orbital gap = 10.16 eV
highest occupied orbital energy = -14.09 eV

Positions of all 17 atoms, in Å:
C -0.24 1.11 1.93
N 0.13 0.78 0.62
C -0.21 -0.28 -0.06
C -1.13 -1.34 0.48
C 0.29 -0.40 -1.63
N 1.60 0.15 -1.55
H -0.78 1.91 1.62
H -0.84 0.36 2.49
H 0.60 1.42 2.58
H 0.68 1.49 0.10
H -1.61 -1.82 -0.36
H -0.46 -2.16 0.91
H -1.75 -0.91 1.27
H -0.45 0.32 -2.03
H 0.28 -1.29 -2.44
H 1.62 1.09 -1.85
H 2.25 -0.41 -2.09

=====

On energetic grounds, (a) is preferred over the next structure by 14.3 kcal/mol.